<A>
Density functional theory data (wB97M-V/def2-TZVPD) for the molecule C5H7P.

Properties
Molar mass, g/mol: 98.08
LUMO level (spin up / spin down), eV: 0.48 / -0.78
Gap between HOMO and LUMO (spin up / spin down), Eh: 0.32509 / 0.25630

```
13
C5H7P wB97M-V/def2-TZVPD
C -0.428 0.106 -2.918
C 0.525 0.380 1.459
C -0.445 -1.198 -0.422
C 1.009 0.833 0.208
C -0.265 0.158 0.189
P -0.981 -1.200 -2.187
H -0.713 0.580 -3.895
H 0.980 -0.439 1.813
H 0.433 1.200 2.228
H 0.430 -1.749 -0.220
H -1.049 -1.742 0.208
H 1.720 1.453 -0.376
H -1.009 0.882 0.163
```

These are the Löwdin partial charges, in e, on atoms 1 to 6: atom 1 (C): -0.309, atom 2 (C): -0.141, atom 3 (C): -0.419, atom 4 (C): -0.048, atom 5 (C): -0.379, atom 6 (P): 0.820

---

<B>
Density functional theory data (wB97M-V/def2-TZVPD) for the molecule C5H7P.

Properties
Molar mass, g/mol: 98.08
LUMO level, eV: 0.00
Gap between HOMO and LUMO, Eh: 0.30949

```
13
C5H7P wB97M-V/def2-TZVPD
C -0.331 -0.863 -1.890
C 0.418 -0.892 1.384
C -0.647 0.897 0.035
C 0.015 -0.426 0.183
C 0.096 1.601 -1.125
P 0.620 0.596 -2.451
H 0.072 -1.851 -2.130
H 0.961 -1.762 1.636
H 0.170 -0.395 2.316
H -1.645 0.778 -0.470
H -0.570 1.409 1.050
H -1.460 -0.658 -1.702
H 0.357 2.631 -1.003
```

These are the Löwdin partial charges, in e, on atoms 1 to 6: atom 1 (C): -0.304, atom 2 (C): 0.000, atom 3 (C): -0.327, atom 4 (C): -0.196, atom 5 (C): -0.405, atom 6 (P): 0.835

---

Quick ranking, most stable first: <B>, <A>.

---

<A>
Density functional theory data (wB97M-V/def2-TZVPD) for the molecule C6H7N3O.

Properties
Molar mass, g/mol: 137.14
LUMO level (spin up / spin down), eV: -0.01 / -0.01
Gap between HOMO and LUMO (spin up / spin down), Eh: 0.27252 / 0.27253

```
17
C6H7N3O wB97M-V/def2-TZVPD
C 2.109 -0.815 0.120
C -0.433 -1.223 0.001
C 2.810 0.345 0.196
C 0.751 -0.463 -0.133
C 0.721 0.954 -0.375
C -1.506 -0.413 0.233
N 1.951 1.424 -0.041
N -1.245 0.927 0.503
N -2.840 -0.921 -0.049
O -1.993 1.875 -0.074
H 2.395 -1.770 0.485
H -0.225 -2.298 0.072
H 3.924 0.481 0.359
H 2.316 2.304 0.126
H -2.743 -1.753 -0.488
H -3.657 -0.342 0.129
H -2.334 1.689 -1.064
```

These are the Löwdin partial charges, in e, on atoms 1 to 6: atom 1 (C): -0.070, atom 2 (C): -0.020, atom 3 (C): -0.103, atom 4 (C): -0.261, atom 5 (C): 0.014, atom 6 (C): -0.341

---

<B>
Density functional theory data (wB97M-V/def2-TZVPD) for a cluster of 2 separate species, C6H7N3O in total.

Properties
Molar mass, g/mol: 137.14
LUMO level (spin up / spin down), eV: -0.08 / 0.46
Gap between HOMO and LUMO (spin up / spin down), Eh: 0.25683 / 0.30976

```
17
C6H7N3O wB97M-V/def2-TZVPD
C 0.874 3.290 1.468
C -0.097 2.395 1.115
C 0.899 -0.671 -0.294
C -1.293 1.699 1.287
C 0.503 -2.055 -2.197
C 1.462 -1.839 -1.069
N 1.692 3.971 1.871
N -1.087 2.302 0.123
N -2.183 0.938 2.007
O -0.256 -0.397 -0.015
H -0.366 -2.750 -1.907
H 0.974 -2.651 -2.837
H -0.045 -1.179 -2.523
H 2.452 -1.683 -1.298
H 1.474 -2.605 -0.135
H -1.923 0.575 2.857
H -3.081 0.660 1.548
```

These are the Löwdin partial charges, in e, on atoms 1 to 6: atom 1 (C): -0.236, atom 2 (C): -0.206, atom 3 (C): -0.117, atom 4 (C): -0.310, atom 5 (C): -0.104, atom 6 (C): -0.219

---

<C>
Density functional theory data (wB97M-V/def2-TZVPD) for the molecule C6H7N3O.

Properties
SMILES string: CN(C)c1ocnc1C#N
Molar mass, g/mol: 137.14
LUMO level, eV: 0.55
Gap between HOMO and LUMO, Eh: 0.32067

```
17
C6H7N3O wB97M-V/def2-TZVPD
C -1.350 -1.253 -0.343
N -0.491 -0.485 0.470
C -0.706 -0.615 1.906
C 0.445 0.353 -0.044
O 1.154 1.138 0.868
C 1.926 1.884 0.007
N 1.839 1.596 -1.202
C 0.926 0.577 -1.338
C 0.531 0.045 -2.538
N 0.224 -0.414 -3.561
H -1.217 -2.273 -0.231
H -2.357 -0.984 -0.060
H -1.082 -0.863 -1.285
H 0.046 -1.086 2.538
H -0.651 0.453 2.353
H -1.789 -0.836 2.058
H 2.554 2.762 0.403
```

These are the Löwdin partial charges, in e, on atoms 1 to 6: atom 1 (C): -0.027, atom 2 (N): -0.166, atom 3 (C): -0.037, atom 4 (C): -0.178, atom 5 (O): 0.083, atom 6 (C): -0.209

---

Quick ranking, most stable first: <C>, <A>, <B>.

---

<A>
Density functional theory data (wB97M-V/def2-TZVPD) for a cluster of 5 separate species, H8O3S2 in total.

Properties
Molar mass, g/mol: 120.19
LUMO level, eV: -6.19
Gap between HOMO and LUMO, Eh: 0.11591

```
13
H8O3S2 wB97M-V/def2-TZVPD
S -2.291 -0.613 0.925
S 1.685 1.277 -0.113
H -2.838 -1.146 2.000
H 2.407 2.443 -0.163
H -0.260 2.443 0.811
H -1.469 1.699 0.318
O -1.166 2.602 0.535
H 0.067 -1.204 -1.615
H -1.101 -1.402 -0.615
O -0.701 -1.781 -1.441
H 1.625 -0.610 -0.175
H 2.373 -2.135 -0.108
O 1.669 -1.572 -0.358
```

These are the Löwdin partial charges, in e, on atoms 1 to 6: atom 1 (S): 0.668, atom 2 (S): 0.624, atom 3 (H): -0.249, atom 4 (H): -0.190, atom 5 (H): -0.082, atom 6 (H): -0.071

---

<B>
Density functional theory data (wB97M-V/def2-TZVPD) for a cluster of 4 separate species, H8O3S2 in total.

Properties
SMILES string: SS.O.O.O
Molar mass, g/mol: 120.19
LUMO level, eV: 0.28
Gap between HOMO and LUMO, Eh: 0.33094

```
13
H8O3S2 wB97M-V/def2-TZVPD
S -1.301 -1.973 -1.836
S -2.173 -1.198 -0.223
H -0.097 -1.529 -1.990
H -1.469 -1.774 0.848
O 0.506 0.533 -1.729
H 1.143 0.104 -1.136
H 0.555 1.438 -1.488
O -0.358 2.081 1.395
H -0.493 2.658 0.634
H -1.093 1.485 1.398
O 1.293 -0.734 1.081
H 2.299 -1.031 1.285
H 1.187 -0.059 1.762
```

These are the Löwdin partial charges, in e, on atoms 1 to 6: atom 1 (S): 0.255, atom 2 (S): 0.197, atom 3 (H): -0.243, atom 4 (H): -0.156, atom 5 (O): -0.100, atom 6 (H): 0.020

---

Quick ranking, most stable first: <B>, <A>.

---

<A>
Density functional theory data (wB97M-V/def2-TZVPD) for the molecule C2H3N3S.

Properties
SMILES string: Sc1cn[nH]n1
Molar mass, g/mol: 101.13
LUMO level, eV: 0.89
Gap between HOMO and LUMO, Eh: 0.36581

```
9
C2H3N3S wB97M-V/def2-TZVPD
S 2.386 0.055 -0.081
C 0.584 -0.024 -0.058
C -0.225 1.122 -0.035
N -1.479 0.708 -0.059
N -1.401 -0.619 -0.071
N -0.175 -1.102 -0.076
H 2.556 -1.203 0.320
H -0.015 2.226 0.039
H -2.230 -1.164 0.021
```

These are the Löwdin partial charges, in e, on atoms 1 to 6: atom 1 (S): 0.752, atom 2 (C): -0.698, atom 3 (C): -0.182, atom 4 (N): 0.043, atom 5 (N): -0.085, atom 6 (N): 0.048

---

<B>
Density functional theory data (wB97M-V/def2-TZVPD) for the molecule C2H3N3S.

Properties
SMILES string: S=c1nc[nH][nH]1
Molar mass, g/mol: 101.13
LUMO level, eV: 0.61
Gap between HOMO and LUMO, Eh: 0.34116

```
9
C2H3N3S wB97M-V/def2-TZVPD
S 0.888 1.572 2.166
C 0.460 0.572 1.040
N -0.881 -0.456 1.156
C -0.944 -0.839 -0.052
N -0.021 -0.344 -0.969
N 0.923 0.440 -0.233
H -1.783 -1.539 -0.445
H 0.239 -0.650 -1.873
H 1.119 1.244 -0.791
```

These are the Löwdin partial charges, in e, on atoms 1 to 6: atom 1 (S): 0.674, atom 2 (C): -0.883, atom 3 (N): 0.093, atom 4 (C): -0.285, atom 5 (N): 0.004, atom 6 (N): -0.006

---

Quick ranking, most stable first: <A>, <B>.